Entry 1:
Below is a single C3H10N2S molecule, with properties calculated with the ωB97M-V functional and the def2-TZVPD basis.

Structure (XYZ):
```
16
Properties=species:S:1:pos:R:3:forces:R:3
N 0.20877 0.50016 2.35843 -0.6 1.1 -0.1
C 0.69380 0.39282 0.98937 -0.1 -0.2 -1.0
C -0.27591 -0.26088 -0.01490 0.4 0.1 1.1
N -1.23363 0.71813 -0.51761 -0.4 0.2 -0.6
C 0.54182 -0.90857 -1.10907 -0.2 0.2 -1.0
S -0.37465 -2.17081 -2.05764 0.1 0.1 0.0
H 0.70932 1.26772 2.80374 0.3 -0.4 0.2
H -0.72923 0.90290 2.33201 -0.1 -0.4 0.0
H 1.56537 -0.21724 0.98580 0.8 -0.7 0.4
H 1.04700 1.30880 0.49044 -0.3 0.3 0.4
H -0.83185 -1.06072 0.48358 0.1 0.0 0.2
H -1.20544 0.78519 -1.52738 -0.1 -0.2 -0.1
H -1.06113 1.66624 -0.20969 0.2 -0.1 0.3
H 1.44257 -1.42183 -0.78781 -0.1 -0.1 0.4
H 0.88939 -0.12667 -1.78623 0.0 0.0 -0.2
H -1.38619 -1.37524 -2.43305 0.0 0.0 0.0
```
Positions in Å, forces in eV/Å.

Results
**Net charge**: 0
**LUMO level**: 0.91 eV
**ΔE to the lowest compared entry with this formula, charge and spin**: 43.3 kJ/mol
**Structure (SMILES)**: NC[C@@H](N)CS
**HOMO energy**: -9.106 eV

Entry 2:
Below is a molecular structure, C5H8N2, with properties calculated with the ωB97M-V functional and the def2-TZVPD basis.

Structure (XYZ):
```
15
Properties=species:S:1:pos:R:3:forces:R:3
C -1.46976 0.24320 0.60457 0.1 0.0 0.0
C -1.02587 0.00864 -0.81005 -0.5 -0.1 0.0
N 0.77499 -0.65722 -1.04754 0.1 0.1 0.1
C 1.26943 -1.14250 0.11900 0.0 0.0 0.1
C 1.61904 -0.06567 0.92708 0.0 -0.1 0.1
N 1.33790 1.10773 0.32367 0.0 -0.2 -0.2
C 0.81801 0.72559 -0.84681 0.2 0.2 -0.1
H -2.53083 -0.02216 0.67833 0.1 0.0 0.0
H -0.92327 -0.41103 1.29298 -0.1 0.1 -0.1
H -1.32730 1.27674 0.92779 0.0 -0.2 -0.1
H -1.33316 0.78183 -1.51308 0.1 -0.1 0.1
H -1.33262 -0.95749 -1.19899 0.0 0.1 0.1
H 1.33545 -2.20554 0.31548 0.0 0.2 0.0
H 2.07106 -0.08514 1.91337 -0.1 -0.1 -0.1
H 0.71696 1.40303 -1.68580 0.0 -0.1 0.1
```
Positions in Å, forces in eV/Å.

Results
**Net charge**: 0
**LUMO level**: 0.83 eV
**ΔE to the lowest compared entry with this formula, charge and spin**: 255.1 kJ/mol
**HOMO energy**: -9.057 eV

Entry 3:
Below is 2 unconnected molecules or ions with the total composition C6H5NO, with properties calculated with the ωB97M-V functional and the def2-TZVPD basis.

Structure (XYZ):
```
13
Properties=species:S:1:pos:R:3:forces:R:3
C 1.01057 -1.64411 0.87108 0.6 -0.1 0.9
C -2.49034 0.06338 -0.29803 4.0 1.3 0.8
C 0.51188 1.00074 0.78553 -0.6 -0.3 0.7
C 1.01281 0.07481 -1.16727 -1.5 -3.2 -1.0
C 0.83594 -0.40100 0.25895 0.9 1.8 -0.5
C -0.19295 0.37688 -0.39693 -4.3 0.2 1.1
N 1.31664 -2.52095 1.54936 -0.3 -0.5 -0.2
O -3.00911 -0.39412 -1.21275 -0.8 -0.2 0.0
H -2.72637 0.52653 0.72600 -0.1 -0.7 -1.3
H -0.02272 1.01784 1.79937 0.9 0.3 -1.7
H 1.19324 1.82316 0.46061 -0.3 -0.6 1.0
H 1.66349 0.81701 -1.47718 1.5 1.5 -0.1
H 0.89691 -0.74018 -1.89874 0.1 0.4 0.2
```
Positions in Å, forces in eV/Å.

Results
**Net charge**: 0
**LUMO level (spin up / spin down)**: -0.03 / -0.03 eV
**ΔE to the lowest compared entry with this formula, charge and spin**: 464.7 kJ/mol
**HOMO energy (spin up / spin down)**: -9.077 / -9.077 eV

Entry 4:
Below is a molecular structure, C3H2N2O2, with properties calculated with the ωB97M-V functional and the def2-TZVPD basis.

Structure (XYZ):
```
9
Properties=species:S:1:pos:R:3:forces:R:3
N 1.10780 1.27695 1.53980 -0.5 -0.6 -1.0
C 0.78989 0.73987 0.48349 -1.6 -1.7 0.9
O -0.42104 -0.59849 0.67083 1.2 1.6 -0.4
C -1.09226 -1.05625 -0.39592 0.0 0.2 -0.7
O -0.90988 -0.76018 -1.55225 -1.0 -0.7 0.4
C 1.09221 0.82426 -0.89473 -0.5 -0.6 -0.7
N 0.78030 0.43446 -1.94997 1.9 1.6 0.3
H 0.57442 0.91312 2.33030 0.1 0.0 0.1
H -1.92143 -1.77375 -0.23155 0.4 0.1 1.1
```
Positions in Å, forces in eV/Å.

Results
**Net charge**: 0
**LUMO level**: -0.66 eV
**ΔE to the lowest compared entry with this formula, charge and spin**: 321.7 kJ/mol
**HOMO energy**: -9.924 eV

Entry 5:
Below is 2 unconnected molecules or ions with the total composition C5H7NO, with properties calculated with the ωB97M-V functional and the def2-TZVPD basis.

Structure (XYZ):
```
14
Properties=species:S:1:pos:R:3:forces:R:3
C -1.93102 0.58886 -0.14886 -0.1 0.1 0.0
C -0.53368 0.17044 0.18328 0.0 -0.2 0.1
C -0.01576 -1.03875 0.41102 -0.1 0.2 0.0
C 1.40710 -0.81813 0.84724 0.3 -0.4 0.2
O 2.18076 -1.63303 1.26602 -0.3 0.4 -0.2
N 1.71134 0.60304 0.73768 -0.3 0.1 -0.1
C 0.60779 1.13224 0.37454 0.2 0.0 0.1
H -2.00935 1.67821 -0.24127 0.0 -0.2 0.0
H -2.61539 0.27094 0.64592 0.1 0.1 -0.2
H -2.28253 0.14301 -1.08554 0.1 0.0 0.1
H -0.47741 -2.01603 0.34741 0.0 0.2 0.1
H 0.51920 2.20459 0.19204 0.0 -0.2 0.1
H 1.99685 -0.40649 -1.69061 0.0 0.0 -0.1
H 1.44212 -0.87888 -1.83887 0.1 0.0 -0.1
```
Positions in Å, forces in eV/Å.

Results
**Net charge**: 0
**LUMO level**: -0.96 eV
**ΔE to the lowest compared entry with this formula, charge and spin**: 206.0 kJ/mol
**Structure (SMILES)**: CC1=CC(=O)N=C1.[H][H]
**HOMO energy**: -10.140 eV

Entry 6:
Below is a gas-phase ion, C2BrO2S (charge -1), with properties calculated with the ωB97M-V functional and the def2-TZVPD basis.

Structure (XYZ):
```
6
Properties=species:S:1:pos:R:3:forces:R:3
C 2.05332 -0.54887 0.01714 -3.4 0.5 0.3
C -1.31426 -0.11035 -0.07735 -1.5 -0.5 0.1
O 1.64865 -1.49428 0.62487 0.9 0.7 -0.5
O 1.21830 0.52897 -0.41467 3.5 -0.9 0.0
S -0.35566 1.18988 -0.38677 -0.7 0.5 0.0
Br -3.25035 0.43466 0.23678 1.2 -0.2 0.0
```
Positions in Å, forces in eV/Å.

Results
**Net charge**: -1
**LUMO level (spin up / spin down)**: 3.44 / 2.15 eV
**ΔE to the lowest compared entry with this formula, charge and spin**: 42.0 kJ/mol
**HOMO energy (spin up / spin down)**: -1.948 / -3.611 eV
**Spin multiplicity**: 3

Entry 7:
Below is 2 unconnected molecules or ions with the total composition C4H10NS2, with properties calculated with the ωB97M-V functional and the def2-TZVPD basis.

Structure (XYZ):
```
17
Properties=species:S:1:pos:R:3:forces:R:3
C 1.52251 0.74135 -0.25175 -0.2 0.0 0.1
C 1.26077 0.15972 -1.40575 0.0 0.0 -0.1
C 1.53508 2.82563 0.94404 0.0 0.1 0.0
N 1.50939 2.16323 -0.14133 0.1 -0.2 -0.2
H 1.68382 0.21604 0.67746 -0.1 0.0 0.1
H 1.13408 0.71626 -2.32473 -0.1 0.1 0.0
H 1.12115 -0.90993 -1.44053 0.2 0.0 -0.1
H 1.49931 3.90738 0.89462 0.0 -0.1 0.1
H 1.59598 2.28578 1.87920 0.0 0.1 0.1
H 1.43988 2.67048 -1.02165 0.0 0.0 0.0
C -2.12992 -3.08923 0.44913 -0.3 0.0 -0.4
S -0.89084 -1.78044 0.44971 -0.1 0.2 0.2
S -2.05245 -0.08844 0.63896 0.3 0.0 0.0
H -2.87039 -2.92449 1.22445 0.2 -0.1 0.3
H -1.59160 -4.02317 0.58491 0.0 -0.1 0.2
H -2.65741 -3.13433 -0.50072 0.1 0.1 -0.1
H -2.10933 0.26415 -0.65603 -0.1 -0.1 0.0
```
Positions in Å, forces in eV/Å.

Results
**Net charge**: +1
**LUMO level**: -5.32 eV
**ΔE to the lowest compared entry with this formula, charge and spin**: 79.7 kJ/mol
**HOMO energy**: -12.104 eV

Entry 8:
Below is a single C4H9N3O molecule, with properties calculated with the ωB97M-V functional and the def2-TZVPD basis.

Structure (XYZ):
```
17
Properties=species:S:1:pos:R:3:forces:R:3
C -1.29212 1.20460 -0.92625 0.3 -0.1 0.0
C 1.47372 0.04380 0.33683 0.9 -0.6 0.2
C 0.56355 -0.60340 -0.32296 -0.8 0.4 0.1
C -1.01310 0.07134 0.05118 0.5 0.7 0.8
N 2.37261 0.13781 1.28665 -0.6 -0.1 -0.8
N 0.51428 -1.56227 -1.25967 0.1 0.1 0.2
O -0.45996 0.72099 1.39134 -0.2 -0.3 -0.7
N -1.96202 -0.82317 0.15993 0.4 -0.4 -0.2
H -0.59885 1.67778 1.39144 -0.3 -0.2 -0.2
H 3.08385 0.85471 1.23161 -0.2 -0.1 0.3
H 2.34535 -0.49938 2.07675 0.2 0.3 -0.1
H -0.43478 -1.86938 -1.45679 -0.1 0.0 0.1
H 1.24793 -2.25062 -1.32411 -0.1 0.1 -0.1
H -1.73045 -1.52953 0.85759 -0.1 0.2 0.1
H -2.13442 1.78937 -0.55504 0.0 -0.1 0.0
H -1.55958 0.79375 -1.89909 0.0 0.0 0.0
H -0.41602 1.84361 -1.03940 0.0 0.1 0.0
```
Positions in Å, forces in eV/Å.

Results
**Net charge**: 0
**LUMO level (spin up / spin down)**: 0.40 / 0.40 eV
**ΔE to the lowest compared entry with this formula, charge and spin**: 465.5 kJ/mol
**HOMO energy (spin up / spin down)**: -7.428 / -7.427 eV

Let's list F_max in order: 1.29 0.46 4.42 2.51 0.57 3.66 0.51 1.24 eV/Å.